[1]
Computed, not measured: a single C4H6N2O molecule, with ωB97M-V/def2-TZVPD.

Positions of all 13 atoms, in Å:
C1 -0.1230 0.6882 1.9550
C2 -0.2931 0.5203 0.4525
N1 0.8999 0.8382 -0.3363
C3 0.9048 -0.0312 -1.2708
C4 -0.2266 -0.9746 -1.0959
O1 -0.5633 -1.9476 -1.9602
N2 -0.8740 -0.7240 -0.0259
H1 0.2423 1.6993 2.1639
H2 0.5761 -0.0281 2.3976
H3 -1.0998 0.5697 2.4345
H4 -1.0325 1.2648 0.1300
H5 1.6461 -0.0404 -2.0694
H6 -0.0568 -1.8347 -2.7750

Forces on the atoms, in the same order (eV/Å):
C -0.01 -0.09 0.03
C -0.14 0.23 0.22
N -0.15 -0.29 -0.25
C 0.07 0.19 0.12
C -0.11 0.15 0.37
O 0.16 0.00 -0.07
N 0.21 -0.02 -0.39
H -0.04 -0.20 -0.09
H -0.10 0.03 -0.21
H 0.19 -0.05 -0.06
H 0.07 0.21 0.06
H -0.11 -0.02 0.11
H -0.03 -0.14 0.15

Results
Energy relative to the best compared isomer or geometry (same formula, charge and spin) in kcal/mol: 26.95
Max |F| in eV/Å: 0.44
HOMO in eV: -10.1
M in g/mol: 98.10
Kohn-Sham gap in eV: 10.61
Total charge: 0
DFT total energy in Ha: -340.75196
SMILES: C[C@H]1N=CC(O)=N1
Lowest unoccupied orbital energy in eV: 0.5

Results of the Mulliken charge analysis, in e, for atoms 1 through 4:
1. C -1.218
2. C 0.504
3. N -0.530
4. C -0.124

[2]
Computed, not measured: a single C4H6N2O molecule, with ωB97M-V/def2-TZVPD.

Positions of all 13 atoms, in Å:
C1 0.7928 1.1849 -0.9298
N1 0.2621 1.2784 0.4135
C2 -0.4997 0.3376 1.0459
O1 -0.6837 0.3443 2.2492
N2 -1.1682 -0.5958 0.1994
C3 -0.3406 -1.6012 -0.5381
C4 -0.8714 -2.0071 0.5499
H1 1.3227 2.1124 -1.1567
H2 -0.0120 1.0647 -1.6605
H3 1.5064 0.3571 -1.0453
H4 0.7017 1.9184 1.0574
H5 0.1286 -1.6836 -1.5034
H6 -1.1388 -2.7101 1.3186

Forces on the atoms, in the same order (eV/Å):
C 0.03 -0.01 -0.18
N -0.03 -0.07 0.25
C 0.07 0.08 0.13
O 0.06 -0.04 -0.34
N -0.05 0.25 0.09
C 0.00 -0.19 0.11
C 0.11 -0.10 -0.17
H -0.11 -0.11 0.01
H 0.10 0.02 0.10
H -0.11 0.16 0.00
H -0.03 -0.07 -0.08
H 0.00 -0.03 0.21
H -0.04 0.10 -0.12

Results
Energy relative to the best compared isomer or geometry (same formula, charge and spin) in kcal/mol: 88.69
Max |F| in eV/Å: 0.35
HOMO in eV: -8.7
M in g/mol: 98.10
Kohn-Sham gap in eV: 9.52
Total charge: 0
DFT total energy in Ha: -340.65358
SMILES: CNC(=O)N1C=C1
Lowest unoccupied orbital energy in eV: 0.9

Results of the Mulliken charge analysis, in e, for atoms 1 through 4:
1. C -0.836
2. N -0.152
3. C 0.542
4. O -0.612

[3]
Computed, not measured: a single C4H6N2O molecule at a distorted geometry, with ωB97M-V/def2-TZVPD.

Positions of all 13 atoms, in Å:
H1 1.5563 -2.4353 1.0648
N1 1.0293 -1.7132 0.5819
C1 1.7738 -0.7282 0.3111
O1 1.3477 0.3583 -0.3536
C2 -0.0057 0.3333 -0.8016
C3 -0.9425 0.7883 0.3210
C4 -2.3255 0.8513 -0.1585
N2 -3.4053 0.8912 -0.5712
H2 2.8311 -0.6081 0.5580
H3 -0.2709 -0.6742 -1.1317
H4 -0.0472 1.0273 -1.6429
H5 -0.8807 0.0844 1.1568
H6 -0.6411 1.7793 0.6766

Forces on the atoms, in the same order (eV/Å):
H -0.04 0.06 -0.01
N 0.25 0.23 -0.03
C -0.05 -0.20 0.08
O 0.02 -0.04 0.03
C -0.17 0.01 -0.13
C 0.04 -0.01 0.05
C -0.92 0.02 -0.35
N 1.06 -0.03 0.41
H -0.11 -0.06 -0.01
H 0.02 0.15 0.02
H -0.01 -0.09 0.10
H -0.04 0.10 -0.13
H -0.06 -0.14 -0.04

Results
Energy relative to the best compared isomer or geometry (same formula, charge and spin) in kcal/mol: 29.57
Max |F| in eV/Å: 1.14
HOMO in eV: -10.7
M in g/mol: 98.10
Kohn-Sham gap in eV: 11.45
Total charge: 0
DFT total energy in Ha: -340.74779
SMILES: [H]/N=C/OCCC#N
Lowest unoccupied orbital energy in eV: 0.7

Results of the Mulliken charge analysis, in e, for atoms 1 through 4:
1. H 0.235
2. N -0.620
3. C 0.133
4. O -0.369

[4]
Computed, not measured: a single C4H6N2O molecule at a distorted geometry, with ωB97M-V/def2-TZVPD.

Positions of all 13 atoms, in Å:
N1 1.7612 -1.0565 0.0422
N2 0.4830 -0.5268 -0.0224
C1 -0.6814 -1.2932 0.0035
C2 -1.7683 -0.5526 -0.0157
C3 -1.3337 0.8819 0.0129
C4 0.1860 0.8193 -0.0325
O1 1.0105 1.7199 -0.0030
H1 2.2153 -0.8454 -0.8617
H2 2.2573 -0.5683 0.7772
H3 -0.5675 -2.3789 0.0035
H4 -2.7851 -0.8968 0.0475
H5 -1.6435 1.4086 0.9430
H6 -1.6850 1.4720 -0.8338

Forces on the atoms, in the same order (eV/Å):
N 0.27 -0.04 -0.91
N -0.20 0.56 0.00
C 0.50 -1.57 -0.15
C -0.42 0.52 0.30
C -0.19 0.67 0.27
C 0.47 0.35 0.49
O -0.57 -0.64 -0.17
H -0.04 -0.14 0.81
H 0.18 0.08 -0.04
H -0.07 0.43 0.06
H -0.02 -0.04 -0.12
H 0.19 -0.24 -0.57
H -0.09 0.07 0.01

Results
Energy relative to the best compared isomer or geometry (same formula, charge and spin) in kcal/mol: 34.08
Max |F| in eV/Å: 1.65
HOMO in eV: -8.6
M in g/mol: 98.11
Kohn-Sham gap in eV: 9.55
Total charge: 0
DFT total energy in Ha: -340.74060
SMILES: NN1C=CCC1=O
Lowest unoccupied orbital energy in eV: 0.9

Results of the Mulliken charge analysis, in e, for atoms 1 through 4:
1. N -0.833
2. N 0.394
3. C -0.170
4. C -0.574

[5]
Computed, not measured: a single C4H6N2O molecule, with ωB97M-V/def2-TZVPD.

Positions of all 13 atoms, in Å:
C1 1.9549 -0.9516 0.0036
O1 1.3053 0.2309 0.4581
C2 -0.0018 0.2784 0.1457
C3 -0.7840 -0.4886 -0.6625
N1 -2.0980 -0.0660 -0.5896
C4 -2.0852 0.9614 0.2082
N2 -0.8264 1.2220 0.7054
H1 1.3865 -1.8457 0.2917
H2 2.9377 -0.9669 0.4761
H3 2.0769 -0.9476 -1.0868
H4 -0.3979 -1.0551 -1.4897
H5 -2.9396 1.5776 0.4575
H6 -0.5016 2.1003 1.0801

Forces on the atoms, in the same order (eV/Å):
C 0.15 -0.14 -0.08
O -0.08 0.15 0.05
C -0.13 0.09 -0.19
C 0.32 0.20 -0.37
N 0.09 0.46 -0.03
C -0.10 0.08 -0.04
N 0.10 -0.02 0.04
H 0.06 0.21 0.00
H -0.14 0.04 -0.07
H -0.04 0.07 0.16
H -0.26 -0.78 0.23
H 0.14 -0.12 0.06
H -0.11 -0.23 0.26

Results
Energy relative to the best compared isomer or geometry (same formula, charge and spin) in kcal/mol: 31.62
Max |F| in eV/Å: 0.85
HOMO in eV: -8.2
M in g/mol: 98.10
Kohn-Sham gap in eV: 9.10
Total charge: 0
DFT total energy in Ha: -340.74452
SMILES: COc1cnc[nH]1
Lowest unoccupied orbital energy in eV: 0.9

Results of the Mulliken charge analysis, in e, for atoms 1 through 4:
1. C -0.769
2. O -0.419
3. C 0.414
4. C -0.216

[6]
Computed, not measured: a single C4H6N2O molecule at a distorted geometry, with ωB97M-V/def2-TZVPD.

Positions of all 13 atoms, in Å:
C1 -1.3251 0.3664 -0.0072
C2 -0.0443 -0.4690 0.3864
N1 -0.2005 -1.7422 -0.3433
O1 -0.0112 -2.7132 0.3600
C3 1.1166 0.1915 -0.3673
C4 2.2458 -0.7334 -0.3000
N2 2.3235 0.2689 0.4676
H1 -1.1357 0.7622 -0.9681
H2 -1.4318 1.3054 0.6679
H3 -2.2235 -0.2045 -0.0626
H4 0.0730 -0.5049 1.5186
H5 0.8372 0.9756 -1.1514
H6 2.8176 -1.3657 -0.9340

Forces on the atoms, in the same order (eV/Å):
C 1.05 1.21 2.06
C -2.26 2.33 -0.53
N 0.12 -1.01 1.72
O -0.17 0.55 -0.83
C -1.39 -0.77 0.53
C 0.40 2.97 -1.13
N 1.26 -0.87 -0.03
H -0.06 0.34 -1.22
H 0.07 -1.80 -0.87
H -0.71 -0.37 0.34
H 0.18 -0.50 -1.57
H 0.95 -1.19 1.12
H 0.58 -0.90 0.41

Results
Energy relative to the best compared isomer or geometry (same formula, charge and spin) in kcal/mol: 138.37
Max |F| in eV/Å: 3.29
HOMO in eV: -9.3
M in g/mol: 98.10
Kohn-Sham gap in eV: 9.32
Total charge: 0
DFT total energy in Ha: -340.57440
SMILES: C[C@@H](N=O)[C@@H]1C=N1
Lowest unoccupied orbital energy in eV: 0.1

Results of the Mulliken charge analysis, in e, for atoms 1 through 4:
1. C -1.299
2. C 0.462
3. N -0.126
4. O -0.317

[7]
Computed, not measured: a single C4H6N2O molecule at a distorted geometry, with ωB97M-V/def2-TZVPD.

Positions of all 13 atoms, in Å:
N1 0.7025 -1.4967 -1.2903
N2 0.3197 -0.3449 -0.7036
C1 1.3211 0.5497 -0.3780
C2 0.7623 1.3209 0.7395
C3 -0.6041 1.0519 0.9144
C4 -0.8132 0.1231 0.0856
O1 -1.8345 -0.7570 0.2404
H1 0.1597 -1.5232 -2.1198
H2 0.0471 -2.0688 -0.4924
H3 2.2471 0.2293 -0.7044
H4 1.4376 1.8851 1.5136
H5 -1.1821 1.5576 1.4620
H6 -2.5633 -0.5270 0.7329

Forces on the atoms, in the same order (eV/Å):
N -3.52 -3.87 3.54
N -1.09 7.00 2.65
C -3.69 1.26 4.50
C 5.32 0.95 -0.79
C 7.08 1.07 -1.75
C -1.55 -7.22 -3.76
O 1.73 -2.64 -3.52
H -0.56 -0.77 -1.27
H 2.51 -0.08 -3.38
H 1.97 0.19 -0.33
H -1.52 -0.62 -2.06
H -4.58 3.32 4.43
H -2.09 1.43 1.76

Results
Energy relative to the best compared isomer or geometry (same formula, charge and spin) in kcal/mol: 124.46
Max |F| in eV/Å: 8.29
HOMO in eV: -7.4
M in g/mol: 98.11
Kohn-Sham gap in eV: 8.10
Total charge: 0
DFT total energy in Ha: -340.59658
SMILES: Nn1cccc1O
Lowest unoccupied orbital energy in eV: 0.7

Results of the Mulliken charge analysis, in e, for atoms 1 through 4:
1. N -0.763
2. N 0.345
3. C -0.480
4. C -0.553

[8]
Computed, not measured: a single C4H6N2O molecule at a distorted geometry, with ωB97M-V/def2-TZVPD.

Positions of all 13 atoms, in Å:
C1 2.2938 0.3933 -0.3230
O1 1.4078 -0.6629 0.0206
C2 0.1023 -0.3558 0.0736
C3 -0.9163 -1.2689 0.2784
N1 -2.0380 -0.4601 0.4257
C4 -1.6649 0.8068 0.2047
N2 -0.3679 0.9166 -0.0155
H1 2.0669 0.7650 -1.3258
H2 3.2955 -0.0410 -0.2985
H3 2.2354 1.2274 0.3846
H4 -1.1020 -2.1315 -0.3309
H5 -2.9175 -0.7837 0.7996
H6 -2.3951 1.5948 0.1064

Forces on the atoms, in the same order (eV/Å):
C 0.17 0.17 -0.12
O -0.19 -0.11 -0.19
C -0.08 0.02 -0.03
C -0.03 0.28 -0.37
N -0.15 0.12 -0.38
C -0.14 0.21 0.08
N -0.04 0.05 0.35
H 0.07 0.03 0.08
H -0.18 0.07 -0.03
H -0.08 -0.19 -0.08
H 0.46 -1.02 0.73
H 0.01 0.17 -0.42
H 0.17 0.19 0.40

Results
Energy relative to the best compared isomer or geometry (same formula, charge and spin) in kcal/mol: 37.79
Max |F| in eV/Å: 1.34
HOMO in eV: -8.1
M in g/mol: 98.10
Kohn-Sham gap in eV: 9.08
Total charge: 0
DFT total energy in Ha: -340.73469
SMILES: COc1c[nH]cn1
Lowest unoccupied orbital energy in eV: 1.0

Results of the Mulliken charge analysis, in e, for atoms 1 through 4:
1. C -0.620
2. O -0.389
3. C 0.595
4. C -0.386

Question: Among the records above, which one has the highest HOMO?
Answer: number 7

What did the fourth record say?
Computed, not measured: a single C4H6N2O molecule at a distorted geometry, with ωB97M-V/def2-TZVPD.

Positions of all 13 atoms, in Å:
N1 1.7612 -1.0565 0.0422
N2 0.4830 -0.5268 -0.0224
C1 -0.6814 -1.2932 0.0035
C2 -1.7683 -0.5526 -0.0157
C3 -1.3337 0.8819 0.0129
C4 0.1860 0.8193 -0.0325
O1 1.0105 1.7199 -0.0030
H1 2.2153 -0.8454 -0.8617
H2 2.2573 -0.5683 0.7772
H3 -0.5675 -2.3789 0.0035
H4 -2.7851 -0.8968 0.0475
H5 -1.6435 1.4086 0.9430
H6 -1.6850 1.4720 -0.8338

Forces on the atoms, in the same order (eV/Å):
N 0.27 -0.04 -0.91
N -0.20 0.56 0.00
C 0.50 -1.57 -0.15
C -0.42 0.52 0.30
C -0.19 0.67 0.27
C 0.47 0.35 0.49
O -0.57 -0.64 -0.17
H -0.04 -0.14 0.81
H 0.18 0.08 -0.04
H -0.07 0.43 0.06
H -0.02 -0.04 -0.12
H 0.19 -0.24 -0.57
H -0.09 0.07 0.01

Results
Energy relative to the best compared isomer or geometry (same formula, charge and spin) in kcal/mol: 34.08
Max |F| in eV/Å: 1.65
HOMO in eV: -8.6
M in g/mol: 98.11
Kohn-Sham gap in eV: 9.55
Total charge: 0
DFT total energy in Ha: -340.74060
SMILES: NN1C=CCC1=O
Lowest unoccupied orbital energy in eV: 0.9

Results of the Mulliken charge analysis, in e, for atoms 1 through 4:
1. N -0.833
2. N 0.394
3. C -0.170
4. C -0.574

Question: Which value of Kohn-Sham gap does entry 2 give?
Answer: 9.52 eV